An isolated molecule of C4H6FNS. Source: the OMol25 dataset; level of theory: ωB97M-V/def2-TZVPD.

Structure (XYZ):
```
13
Properties=species:S:1:pos:R:3:forces:R:3:nbo_charge:R:1
H 1.4933 -1.8037 0.5883 -2.320 2.819 -2.180 0.2303
H 1.3610 0.2451 0.4573 -0.787 -2.996 -0.075 0.1717
H 0.7251 1.5624 -0.9733 -0.603 -0.945 1.319 0.2349
C -0.5277 -0.6958 0.9008 2.062 1.280 3.270 0.1014
C -0.1134 0.8061 -0.8290 -2.634 3.488 -4.823 -0.3659
C -0.9315 0.6790 0.4058 -0.363 0.795 0.333 -0.1081
S -1.8497 1.8168 1.1114 0.440 -0.818 -0.410 0.1190
H -0.8157 1.3524 -1.6271 0.931 -1.625 1.241 0.2407
C 0.7636 -0.7961 0.1344 3.084 -1.923 3.464 -0.2455
H -0.1094 -0.4706 1.9738 -1.803 -1.207 -1.132 0.1797
F -1.4045 -1.7308 0.7313 0.342 0.522 0.303 -0.3212
H 1.1205 -0.3987 -1.6756 1.487 -0.193 -2.014 0.3544
N 0.2883 -0.5660 -1.1981 0.165 0.804 0.704 -0.5913
```
Positions in Å, forces in eV/Å.

Values from the calculation:
E_tot = -19284.382 eV
HOMO = -9.04 eV
Structure (SMILES) = F[C@H]1CNCC1=S
LUMO = -0.8 eV
HOMO-LUMO gap = 8.26 eV
ΔE to the lowest compared entry with this formula, charge and spin = 351.7 kJ/mol